Computed, not measured: an isolated molecule of C4H7NO2, with ωB97M-V with the def2-TZVPD basis set.

Summary:
**Total energy**: -9843.013 eV
**Energy relative to the best compared isomer or geometry (same formula, charge and spin)**: 4.2662 eV
**Total charge**: 0
**Orbital gap**: 0.3096 Eh

Bonds (Å) are listed after each position.
Cartesian coordinates (Å):
1 C -1.06663 -0.63253 0.04214  N4 1.372, C5 1.458, H10 1.089
2 C 0.41644 1.45027 0.57395  C5 1.540, O6 1.421, H11 1.088, H12 1.098
3 C 0.47924 -1.06910 -1.24200  N4 1.374, H13 1.080, H14 1.086
4 N 0.01451 -1.47458 -0.01386  C1 1.372, C3 1.374, H9 1.013
5 C -0.92680 0.81331 0.17020  C1 1.458, C2 1.540, O7 1.223
6 O 1.16130 0.74024 1.55439  C2 1.421, H8 0.964
7 O -1.90051 1.53306 -0.00270  C5 1.223
8 H 1.27813 -0.16597 1.24703  O6 0.964
9 H 0.12288 -2.37134 0.44360  N4 1.013
10 H -2.08507 -1.01726 0.01816  C1 1.089
11 H 0.15996 2.41463 1.00876  C2 1.088
12 H 1.00903 1.64121 -0.32988  C2 1.098
13 H -0.17055 -1.11595 -2.10318  C3 1.080
14 H 1.50808 -0.74598 -1.36661  C3 1.086